{
  "formula": "C32H57BIN6O4",
  "method": "ωB97M-V/def2-TZVPD",
  "orbital_gap_ha": 0.240,
  "charge": -1,
  "lumo_energy_ev": 2.066,
  "elements": ["C", "C", "C", "O", "C", "C", "O", "B", "O", "C", "C", "C", "O", "I", "H", "H", "H", "H", "H", "H", "H", "H", "H", "H", "H", "H", "H", "H", "H", "C", "C", "C", "C", "N", "H", "H", "H", "H", "H", "H", "H", "C", "C", "C", "C", "N", "H", "H", "H", "H", "H", "H", "H", "C", "C", "C", "C", "N", "H", "H", "H", "H", "H", "H", "H", "C", "C", "C", "C", "N", "H", "H", "H", "H", "H", "H", "H", "C", "C", "C", "C", "N", "H", "H", "H", "H", "H", "H", "H", "C", "C", "C", "C", "N", "H", "H", "H", "H", "H", "H", "H"],
  "positions_angstrom": [[1.91387, -1.64944, 2.96314], [0.89318, -0.62735, 2.41193], [0.41006, -0.99558, 1.00123], [-0.93566, -0.65279, 0.71249], [-1.20353, 0.74992, 0.80299], [-2.36635, 1.10625, 1.77235], [-2.02483, 2.11195, 2.68877], [-2.37570, 1.60194, 4.06596], [-3.42463, 0.59317, 3.77069], [-2.91616, -0.05750, 2.61128], [-4.06784, -0.82079, 1.98075], [-4.37043, -2.20918, 2.50495], [-5.38321, -2.78287, 2.26157], [-2.94584, -3.25619, 3.76355], [2.92114, -1.21586, 3.02404], [1.64943, -2.00358, 3.96419], [2.00490, -2.53617, 2.31954], [0.05530, -0.52173, 3.10783], [1.39296, 0.34994, 2.38711], [1.11116, -0.56740, 0.27036], [0.47243, -2.08634, 0.88363], [-0.30564, 1.31658, 1.07046], [-1.49506, 1.07105, -0.21072], [-3.15026, 1.51579, 1.10180], [-1.39896, 1.02536, 4.59350], [-2.74942, 2.50192, 4.80873], [-2.10700, -0.70724, 2.96462], [-3.99045, -0.90188, 0.88687], [-4.97937, -0.24773, 2.20059], [6.11416, -1.43625, 1.52718], [5.54658, -1.93238, 0.20126], [5.22380, -0.81760, -0.79274], [4.17673, 0.04566, -0.24881], [3.27280, 0.61185, 0.17596], [5.40666, -0.78266, 2.03984], [6.32477, -2.27616, 2.18997], [7.04416, -0.88121, 1.38169], [4.63259, -2.49161, 0.38152], [6.26041, -2.61982, -0.26004], [4.83947, -1.24982, -1.71666], [6.10708, -0.22187, -1.03283], [-1.20432, 7.02014, 1.66710], [-0.77359, 5.57789, 1.42799], [-0.28079, 4.83918, 2.67418], [0.92849, 5.46255, 3.21959], [1.86459, 5.97621, 3.64578], [-0.38519, 7.65670, 2.00553], [-1.59173, 7.44360, 0.73838], [-2.00208, 7.05454, 2.41303], [0.00562, 5.55239, 0.66705], [-1.62659, 5.01942, 1.03631], [-0.05808, 3.80574, 2.40986], [-1.04493, 4.80998, 3.45198], [-1.66185, 5.38470, -3.70564], [-2.42240, 6.27548, -2.72833], [-1.64586, 7.56657, -2.41646], [-0.35276, 7.18006, -1.84968], [0.63061, 6.75015, -1.43930], [-0.69599, 5.08876, -3.30220], [-2.21138, 4.46907, -3.91001], [-1.49323, 5.89980, -4.65543], [-2.58145, 5.73397, -1.79366], [-3.41039, 6.52176, -3.12304], [-2.17948, 8.19057, -1.69819], [-1.47967, 8.15734, -3.31852], [3.68369, -6.79325, -0.82622], [2.18671, -6.50531, -0.81908], [1.78512, -5.39899, -1.80106], [2.43821, -4.13338, -1.47753], [2.92208, -3.12492, -1.22078], [4.25580, -5.91727, -0.51651], [3.92350, -7.60396, -0.13761], [4.02308, -7.08590, -1.82224], [1.87375, -6.22149, 0.18721], [1.63830, -7.41255, -1.07968], [0.70906, -5.22665, -1.77702], [2.05824, -5.67449, -2.82186], [-4.09367, -5.18681, -2.31877], [-4.08007, -4.61443, -0.90559], [-3.04978, -3.49422, -0.72257], [-1.69843, -3.99056, -0.98194], [-0.66450, -4.45252, -1.17658], [-3.13464, -5.64199, -2.57202], [-4.86047, -5.95623, -2.41521], [-4.30458, -4.40845, -3.05554], [-3.87500, -5.41115, -0.18828], [-5.06515, -4.21381, -0.66185], [-3.10058, -3.10803, 0.29385], [-3.26030, -2.66782, -1.40327], [2.06907, 0.25316, -2.04696], [0.76758, -0.53643, -2.09664], [-0.02921, -0.30152, -3.38943], [-0.39023, 1.10978, -3.54184], [-0.60183, 2.23356, -3.65662], [1.88374, 1.32827, -2.06632], [2.61241, 0.03097, -1.12953], [2.71344, 0.00136, -2.89366], [0.15079, -0.27321, -1.23610], [0.98692, -1.60181, -2.01664], [-0.94548, -0.89413, -3.39331], [0.56158, -0.59481, -4.25959]]
}


{
  "formula": "C19H26N3PPdS3",
  "method": "ωB97M-V/def2-TZVPD",
  "orbital_gap_ha": [0.301, 0.230],
  "e_above_lowest_ev": 0.536,
  "multiplicity": 3,
  "charge": 0,
  "lumo_energy_ev": [0.451, -1.424],
  "elements": ["Pd", "C", "N", "C", "C", "C", "N", "C", "C", "H", "H", "H", "H", "H", "H", "H", "H", "H", "H", "H", "H", "H", "H", "H", "H", "S", "P", "S", "C", "C", "C", "C", "C", "C", "C", "C", "C", "C", "C", "C", "H", "H", "H", "H", "H", "H", "H", "H", "H", "H", "S", "C", "N"],
  "positions_angstrom": [[-0.11764, 0.69915, 1.28750], [-1.68323, -0.18803, 4.08919], [-1.15819, -0.81731, 2.88231], [-2.18071, -1.69794, 2.32357], [0.05331, -1.60641, 3.14012], [1.20130, -0.80939, 3.76916], [1.53433, 0.41840, 3.03172], [1.81687, 1.50898, 3.95981], [2.71233, 0.23447, 2.18345], [-1.92051, -0.92860, 4.86706], [-2.58870, 0.36223, 3.83979], [-0.96743, 0.52932, 4.47800], [-2.44470, -2.49282, 3.03696], [-1.82028, -2.15775, 1.40349], [-3.07435, -1.12249, 2.08793], [0.38465, -2.02246, 2.17836], [-0.17729, -2.44590, 3.82010], [2.07166, -1.47681, 3.82776], [0.92247, -0.54908, 4.79083], [2.67708, 1.25494, 4.59190], [0.95798, 1.71450, 4.59658], [2.05305, 2.41502, 3.40547], [3.61305, 0.08989, 2.79604], [2.85073, 1.12344, 1.56386], [2.57635, -0.62519, 1.52480], [-1.86566, 0.21828, -0.42503], [-0.28440, 0.34239, -1.66104], [1.43799, 0.83687, -0.75466], [-0.08177, -1.28302, -2.48692], [0.26524, -2.35439, -1.67391], [0.37397, -3.62400, -2.20458], [0.14585, -3.82639, -3.55581], [-0.17082, -2.75457, -4.37260], [-0.28813, -1.47990, -3.84518], [-0.59303, 1.47036, -3.05440], [0.49426, 1.87101, -3.82000], [0.28776, 2.66752, -4.92979], [-0.99729, 3.06317, -5.27052], [-2.07889, 2.67408, -4.49656], [-1.87782, 1.87424, -3.38422], [0.44494, -2.17423, -0.61839], [0.64023, -4.45660, -1.57144], [0.21088, -4.82351, -3.96942], [-0.32704, -2.90967, -5.42950], [-0.52249, -0.64512, -4.49187], [1.48959, 1.55839, -3.53692], [1.12822, 2.96835, -5.53764], [-1.15779, 3.68211, -6.14071], [-3.08045, 2.98214, -4.76495], [-2.70764, 1.56771, -2.76247], [1.63879, 4.73411, 1.87110], [0.53078, 3.59684, 1.72362], [-0.34742, 2.81365, 1.68805]]
}


{
  "formula": "C15H16ClGdINOS4",
  "method": "ωB97M-V/def2-TZVPD",
  "orbital_gap_ha": [0.245, 0.238],
  "e_above_lowest_ev": 0.000,
  "multiplicity": 8,
  "charge": 0,
  "lumo_energy_ev": [-0.487, -0.547],
  "elements": ["Gd", "C", "C", "S", "C", "C", "S", "C", "C", "S", "H", "H", "H", "H", "H", "H", "H", "H", "H", "H", "H", "H", "Cl", "C", "C", "C", "I", "C", "O", "C", "N", "C", "C", "C", "C", "H", "H", "H", "H", "S"],
  "positions_angstrom": [[-0.54750, 0.63823, 0.59833], [-1.85230, -1.59082, 3.72264], [-0.44826, -1.12253, 4.10084], [0.83078, -1.12300, 2.83132], [1.11048, -2.87572, 2.48325], [0.04089, -3.59169, 1.65848], [-0.42171, -2.63964, 0.19319], [-2.20218, -2.93277, 0.09498], [-2.99956, -2.62105, 1.36236], [-2.56756, -1.02175, 2.13478], [-2.52777, -1.22694, 4.49648], [-1.91351, -2.67574, 3.71399], [-0.09151, -1.71733, 4.94531], [-0.48039, -0.07245, 4.38641], [1.24847, -3.38446, 3.43903], [2.06808, -2.89390, 1.95946], [-0.84826, -3.76238, 2.25779], [0.42019, -4.56035, 1.33165], [-2.37596, -3.95936, -0.22939], [-2.50760, -2.27571, -0.72224], [-2.91486, -3.41653, 2.09940], [-4.05392, -2.54692, 1.09371], [5.12835, -0.65118, -3.66965], [3.53294, -0.47569, -2.99707], [2.44648, -0.76842, -3.76364], [1.14872, -0.63210, -3.24153], [-0.48572, -1.14390, -4.42309], [0.89644, -0.19500, -1.95127], [-0.30642, -0.04040, -1.46775], [2.05933, 0.12368, -1.15703], [1.84362, 0.59900, 0.11120], [2.86522, 0.91606, 0.87123], [4.19576, 0.77422, 0.45030], [4.44189, 0.30664, -0.80717], [3.37018, -0.02135, -1.66688], [2.58639, -1.10555, -4.78139], [2.62739, 1.29022, 1.86078], [5.00169, 1.03702, 1.12093], [5.45599, 0.18819, -1.16503], [-1.35738, 1.86458, 2.69239]]
}


{
  "formula": "C5H8O",
  "method": "ωB97M-V/def2-TZVPD",
  "smiles": "C=CC(=C)CO",
  "orbital_gap_ha": 0.350,
  "e_above_lowest_ev": 1.717,
  "charge": 0,
  "lumo_energy_ev": 0.797,
  "elements": ["C", "C", "C", "C", "C", "H", "H", "H", "H", "H", "H", "H", "H", "O"],
  "positions_angstrom": [[-0.73751, -0.85087, 0.03056], [0.04500, 0.42736, 0.04957], [-0.57796, 1.63266, -0.02304], [1.50117, 0.38681, 0.04255], [2.23711, -0.72382, -0.03484], [-2.56859, -1.35430, 0.20602], [-0.38488, -1.47178, -0.82623], [-0.53743, -1.39646, 0.94464], [-1.64159, 1.68073, -0.07043], [-0.02479, 2.57934, -0.09463], [1.97089, 1.36509, 0.09286], [1.80580, -1.76148, -0.23398], [3.33623, -0.67784, 0.02096], [-2.09531, -0.52451, -0.05350]]
}


{
  "formula": "C9H21N2O2",
  "method": "ωB97M-V/def2-TZVPD",
  "orbital_gap_ha": 0.159,
  "charge": -1,
  "lumo_energy_ev": 3.265,
  "elements": ["C", "N", "C", "C", "N", "H", "H", "H", "H", "H", "H", "H", "H", "H", "C", "C", "O", "C", "H", "H", "H", "H", "H", "H", "C", "C", "O", "C", "H", "H", "H", "H", "H", "H"],
  "positions_angstrom": [[-2.63324, 0.97286, 1.43648], [-1.82200, 0.08049, 2.25021], [-0.92162, -0.79086, 1.38872], [0.13457, -0.13716, 0.52431], [0.79675, 1.03162, 1.13277], [-3.09789, 1.74437, 2.05699], [-2.07212, 1.45530, 0.62013], [-3.44457, 0.39176, 0.98270], [-1.16690, 0.67029, 2.75838], [-1.59960, -1.37285, 0.74889], [-0.51867, -1.50403, 2.12172], [-0.25904, 0.15692, -0.45501], [0.18321, 1.77160, 1.48549], [1.42454, 0.78826, 1.89215], [-2.82906, 1.77543, -3.07671], [-2.27427, 0.37944, -2.89161], [-1.20440, 0.05344, -3.33690], [-3.12331, -0.57184, -2.08755], [-2.13658, 2.37582, -3.66096], [-3.80510, 1.73275, -3.56603], [-2.98580, 2.23299, -2.09743], [-4.10105, -0.69985, -2.55960], [-3.29507, -0.14998, -1.09637], [-2.61106, -1.52485, -1.98701], [5.37452, -1.59695, 1.30715], [4.05793, -0.83997, 1.26888], [3.57772, -0.41755, 2.29503], [3.42606, -0.67029, -0.08107], [5.74623, -1.65937, 2.32720], [5.23164, -2.59858, 0.89488], [6.10761, -1.10118, 0.66619], [3.32732, -1.65144, -0.55425], [4.09130, -0.07994, -0.71890], [2.42197, -0.24666, 0.01112]]
}


{
  "formula": "C7H11BO3",
  "method": "ωB97M-V/def2-TZVPD",
  "smiles": "CO[C@@H]1CC=CC=C1B(O)O",
  "orbital_gap_ha": 0.329,
  "e_above_lowest_ev": 3.090,
  "charge": 0,
  "lumo_energy_ev": 0.310,
  "elements": ["B", "C", "C", "C", "C", "C", "C", "C", "O", "O", "O", "H", "H", "H", "H", "H", "H", "H", "H", "H", "H", "H"],
  "positions_angstrom": [[0.17990, 1.76468, -1.18845], [-2.25315, -0.41489, 0.99690], [-1.74667, 0.55449, -0.03243], [-1.48909, -0.85572, 1.95246], [-0.46991, 0.64183, -0.32689], [-0.03874, -0.59289, 2.00236], [0.68595, -0.46538, 0.62279], [1.51928, -1.78855, -1.13383], [-0.42476, 2.24058, -2.32556], [1.41218, 2.30743, -0.72117], [0.75176, -1.66686, 0.00562], [-3.35086, -0.54804, 0.94718], [-2.38985, 1.32080, -0.45312], [-1.80571, -1.66385, 2.58893], [0.11980, 0.33947, 2.46174], [0.67612, -1.35351, 2.58824], [1.63079, 0.16827, 0.66828], [1.17042, -1.13685, -1.84987], [1.41414, -2.76424, -1.52537], [2.61365, -1.76354, -0.98050], [-0.11823, 3.01201, -2.79646], [1.91297, 2.66475, -1.50084]]
}


Which value of charge does entry 5 give? -1


Which formula does entry 2 have? C19H26N3PPdS3


Look up the charge of the third one. 0